# 1
Formula: C3H9NO2
Source: OMol25
Level of theory: ωB97M-V with the def2-TZVPD basis set

The calculation puts the energy at -324.90677 Ha. The value obtained for the max |F| is 5.1 eV Å⁻¹. For the energy above the lowest of the compared OMol25 structures with the same formula, charge and spin, the calculation gives 41.32 kcal per mole.

```
! wB97M-V def2-TZVPD RIJCOSX def2/J DEFGRID3
* xyz 0 1
C -0.9281 -1.5852 2.4059
C -0.3921 -1.0171 1.2029
O 0.2326 -1.6134 0.3727
O -0.5996 0.2799 0.9811
H -1.9874 -1.2283 2.6650
H -0.3485 -1.2702 3.3133
H -1.0704 -2.7093 2.4916
C 0.4372 1.3954 -2.3094
N 0.8819 0.9216 -1.0193
H -0.1871 0.8766 -0.0333
H 1.3059 -0.0447 -1.1594
H 1.7146 1.5547 -0.7242
H -0.3899 0.7776 -2.7471
H 1.1359 1.2006 -3.1636
H 0.1949 2.4618 -2.2761
*
```

# 2
Formula: C3H9NO2
Source: OMol25
Level of theory: ωB97M-V with the def2-TZVPD basis set

The calculation puts the energy at -324.74047 Ha. The value obtained for the max |F| is 4.0 eV Å⁻¹. For the energy above the lowest of the compared OMol25 structures with the same formula, charge and spin, the calculation gives 145.67 kcal per mole.

```
! wB97M-V def2-TZVPD RIJCOSX def2/J DEFGRID3
* xyz 0 1
C -1.6085 -0.7987 -0.0648
C 1.5947 -0.8917 -0.3678
C 0.5971 0.2054 -0.4257
N 0.4551 1.0572 -1.2988
H -0.2106 1.8081 -1.1477
H 1.5371 -1.4831 -1.2805
H -1.3593 -1.0968 -1.0787
H -2.2406 0.0875 -0.0503
H -2.1950 -1.6206 0.3477
H 1.4049 -1.5141 0.5031
H 2.6019 -0.4834 -0.2892
O 0.3163 0.6831 1.2742
O -0.3148 1.9787 1.2297
H 0.2343 2.4978 1.8312
H -0.8126 -0.4293 0.8176
*
```